[1]
DFT (the ωB97M-V functional and the def2-TZVPD basis) results for 2 unconnected molecules or ions with the total composition C9H15F8NO2 in a non-equilibrium geometry.

Last column: Mulliken charge in e.
Cartesian coordinates (Å):
1 F -4.2828 2.7121 0.2201  -0.226
2 C -3.0803 2.6561 0.8084  0.060
3 F -2.3848 3.7302 0.3608  -0.266
4 C -2.3085 1.3721 0.4823  1.043
5 F -2.0311 1.3031 -0.8378  -0.299
6 F -1.1087 1.4725 1.1195  -0.308
7 C -2.9253 0.0242 0.9357  -0.806
8 O -3.6283 -0.7731 -0.0313  -0.380
9 C -4.9924 -0.5721 -0.2811  0.787
10 F -5.5220 0.2611 0.6234  -0.282
11 F -5.5879 -1.7632 -0.0816  -0.297
12 C -5.2572 -0.1384 -1.7257  0.213
13 F -4.6394 1.0188 -2.0184  -0.220
14 F -6.5807 0.0548 -1.9168  -0.253
15 H -3.2124 2.7677 1.8884  0.286
16 H -2.0695 -0.6009 1.1954  0.415
17 H -3.4917 0.1219 1.8620  0.332
18 H -4.9055 -0.8981 -2.4263  0.226
19 C 1.7810 0.6980 0.5248  -0.762
20 C 3.1026 0.5016 -0.3085  -0.375
21 O 3.6438 -0.7941 -0.0464  -0.300
22 C 5.0153 -0.7418 -0.4245  -0.317
23 C 5.7801 -2.1027 -0.2444  -0.484
24 N 5.0034 -3.1999 0.3226  -0.599
25 H 0.9244 0.9564 -0.1215  0.100
26 H 1.8835 1.4904 1.2964  0.290
27 H 1.6265 -0.2607 1.0664  0.282
28 H 3.8098 1.3200 -0.0648  0.289
29 H 2.8293 0.6293 -1.3812  0.285
30 H 5.5339 0.0489 0.1723  0.274
31 H 5.0964 -0.4486 -1.5014  0.275
32 H 6.1738 -2.4171 -1.2348  0.240
33 H 6.6509 -1.9223 0.4187  0.294
34 H 4.0377 -3.2047 0.0314  0.252
35 H 5.1163 -3.3016 1.3180  0.230

Force components x, y, z for each atom (eV/Å):
F -0.284 -0.429 -0.211
C 0.195 0.601 0.304
F 0.253 -0.164 0.009
C -0.198 -0.702 -0.619
F -0.155 0.181 -0.054
F -0.220 0.180 0.358
C -0.034 -0.634 0.224
O -0.409 1.016 -0.346
C 1.095 -0.384 1.080
F -0.162 0.442 -0.148
F -0.146 -0.152 -0.340
C -0.046 -0.015 -0.589
F 0.198 0.160 0.276
F -0.103 -0.139 0.238
H 0.059 -0.141 0.027
H 0.026 0.093 -0.177
H -0.181 0.261 -0.132
H 0.016 -0.144 0.149
C 0.799 -0.331 0.099
C -1.677 0.668 0.231
O 0.713 0.907 -0.285
C 0.817 -0.096 -0.340
C -0.234 0.084 0.084
N 0.552 -0.088 -0.321
H 0.435 -0.311 0.383
H -0.001 -0.444 -0.518
H -0.263 0.609 -0.414
H -0.070 -0.594 -0.014
H 0.464 -0.335 0.432
H -0.388 -0.423 -0.346
H -0.123 -0.053 0.663
H -0.181 0.227 0.542
H -0.436 -0.170 -0.461
H 0.013 0.132 0.238
H -0.322 0.187 -0.023

- SMILES: FC(F)C(F)(F)COC(F)(F)C(F)F.CCOCCN
- Frontier orbital gap: 9.5 eV
- LUMO level: 0.635 eV
- Maximum force: 0.035 hartree/bohr
- Relative energy (zero: lowest compared OMol25 entry of this formula, charge and spin): 12.2 kJ/mol
- HOMO: -8.889 eV

---

[2]
DFT (the ωB97M-V functional and the def2-TZVPD basis) results for a single C9H15FN2O3S molecule in a non-equilibrium geometry.

Last column: Mulliken charge in e.
Cartesian coordinates (Å):
1 C -3.1590 -1.0620 2.3961  -0.090
2 C -2.2321 -1.6944 1.9817  -0.584
3 C -1.0976 -2.4054 1.3880  -0.506
4 C -0.4897 -1.5576 0.2270  -0.525
5 C 1.0481 -1.6858 0.1783  -1.187
6 N 1.8407 -0.4808 0.4721  0.254
7 C 1.9672 0.5073 -0.6090  -1.229
8 C 0.9176 1.6294 -0.6513  0.633
9 O 1.2172 2.6972 -0.1600  -0.591
10 N -0.3142 1.4351 -1.2523  0.327
11 C -1.1244 2.6460 -1.2945  -1.041
12 C -0.2509 0.7271 -2.5410  -1.085
13 S 1.5700 0.1158 1.9706  1.079
14 O 1.8711 -0.9281 2.8847  -0.643
15 O 0.3050 0.7387 2.1357  -0.483
16 F 2.6554 1.2076 2.1062  -0.213
17 H -3.8912 -0.3193 2.5984  0.425
18 H -0.3515 -2.6221 2.1513  0.270
19 H -1.4804 -3.3421 0.9824  0.410
20 H -0.9114 -1.9751 -0.6885  0.474
21 H -0.8453 -0.5364 0.3076  0.390
22 H 1.3850 -2.5141 0.7974  0.597
23 H 1.3207 -1.9674 -0.8391  0.343
24 H 2.9227 1.0144 -0.4926  0.328
25 H 2.0234 0.0002 -1.5702  0.630
26 H -2.1267 2.3522 -1.6128  0.351
27 H -0.7457 3.3775 -2.0126  0.340
28 H -1.2355 3.0708 -0.3039  0.330
29 H -1.2217 0.8102 -3.0212  0.376
30 H 0.5462 1.0980 -3.1880  0.357
31 H -0.1129 -0.3369 -2.3406  0.263

Force components x, y, z for each atom (eV/Å):
C -0.036 0.497 -0.285
C 0.231 -0.285 -0.024
C -0.427 0.506 -0.115
C -0.109 -0.848 0.459
C -0.422 -0.186 -0.664
N 0.084 0.662 -0.362
C 0.048 0.252 -0.231
C 0.015 0.561 0.092
O 0.024 -0.038 0.214
N 0.760 0.176 -0.458
C -0.757 -0.336 -0.123
C -0.391 -0.607 0.733
S -1.014 -1.269 1.296
O 0.526 -0.116 -0.019
O 0.096 0.661 -0.532
F 0.173 -0.062 -0.512
H -0.182 -0.198 0.302
H 0.018 -0.012 0.046
H 0.222 -0.184 0.117
H 0.087 0.171 -0.134
H 0.256 0.123 -0.004
H 0.084 0.177 0.263
H 0.256 0.144 0.009
H -0.058 0.118 0.121
H -0.090 -0.354 0.182
H 0.037 -0.015 -0.081
H 0.146 0.125 0.187
H 0.312 0.133 0.016
H 0.057 0.148 -0.147
H -0.114 0.063 -0.135
H 0.170 -0.006 -0.209

- SMILES: C#CCCCN(CC(=O)N(C)C)S(=O)(=O)F
- Frontier orbital gap: 10.2 eV
- LUMO level: 0.499 eV
- Maximum force: 0.040 hartree/bohr
- Relative energy (zero: lowest compared OMol25 entry of this formula, charge and spin): 0.0 kJ/mol
- HOMO: -9.728 eV

---

[3]
DFT (the ωB97M-V functional and the def2-TZVPD basis) results for a molecular structure, C9H15I2N2.

Last column: Mulliken charge in e.
Cartesian coordinates (Å):
1 C -3.6915 0.8856 0.0428  -1.191
2 C -2.7569 0.3484 -1.0577  -0.212
3 I -3.9001 -0.8046 -2.4321  0.138
4 C -1.5729 -0.3919 -0.4153  -0.722
5 I -0.4674 -1.7057 -1.6998  0.157
6 C -0.6027 0.6165 0.1933  -0.148
7 C 0.4248 1.3433 -0.7102  -0.554
8 C 1.2998 1.9409 0.3264  -0.205
9 N 1.2260 1.2826 1.4205  0.051
10 C 0.3454 0.0974 1.2725  -0.422
11 H -3.1782 0.9554 1.0049  0.313
12 H -4.5561 0.2410 0.1835  0.441
13 H -4.0565 1.8789 -0.2137  0.323
14 H -2.3652 1.1828 -1.6380  0.403
15 H -1.9591 -1.0298 0.3796  0.557
16 H -1.1665 1.4296 0.6687  0.284
17 H 1.0627 0.6157 -1.2316  0.268
18 H 0.0241 2.0689 -1.4133  0.399
19 H 1.9345 2.8132 0.2301  0.435
20 H 1.7333 1.5218 2.2648  0.246
21 H 0.9903 -0.6753 0.8446  -0.028
22 H -0.0781 -0.2531 2.2090  0.407
23 C 3.6293 -2.8776 0.0032  -0.886
24 C 3.4053 -1.4439 -0.1155  0.431
25 N 3.2152 -0.3153 -0.2142  -0.375
26 H 4.6404 -3.1226 -0.3172  0.344
27 H 3.5024 -3.1895 1.0381  0.287
28 H 2.9177 -3.4127 -0.6235  0.262

Force components x, y, z for each atom (eV/Å):
C 0.009 0.024 -0.025
C 0.145 0.193 0.231
I -0.090 -0.020 -0.115
C 0.098 0.076 -0.003
I -0.023 -0.205 -0.029
C 0.140 0.310 0.181
C -0.117 0.105 0.181
C 0.047 0.068 0.013
N -0.221 0.073 0.155
C 0.311 -0.181 -0.199
H -0.006 0.059 -0.018
H 0.049 -0.039 0.044
H -0.047 -0.031 -0.022
H -0.008 -0.093 -0.146
H 0.032 -0.112 -0.071
H -0.289 -0.212 -0.052
H -0.093 0.083 -0.166
H 0.039 -0.025 -0.032
H 0.054 -0.063 0.008
H 0.131 -0.130 -0.125
H -0.133 -0.149 0.159
H -0.094 0.303 0.060
C 0.060 -0.056 -0.022
C 0.028 0.070 -0.071
N -0.011 -0.091 0.066
H 0.000 0.022 -0.008
H -0.004 0.006 0.003
H -0.009 0.014 0.001

- Frontier orbital gap: 7.8 eV
- LUMO level: -3.932 eV
- Maximum force: 0.008 hartree/bohr
- Net charge: +1
- HOMO: -11.725 eV

---

[4]
DFT (the ωB97M-V functional and the def2-TZVPD basis) results for a single C9H15IOS molecule in a non-equilibrium geometry.

Last column: Mulliken charge in e.
Cartesian coordinates (Å):
1 C -0.3326 -1.3567 -0.2781  -0.337
2 C -1.4288 -2.5534 -0.5466  -0.943
3 C -0.5637 -0.1370 -1.2313  -0.896
4 C -2.8446 -2.2339 -0.3082  -0.191
5 C 0.1284 1.9427 -0.0149  -0.435
6 C -0.7523 1.1720 -0.5179  -0.275
7 C 2.7181 2.4092 -0.2367  -1.822
8 C 1.6604 1.2709 1.7888  -1.219
9 C 1.6251 1.5161 0.2116  1.013
10 O -2.9028 -4.3163 1.1072  -0.566
11 S -3.8329 -3.2288 0.5904  0.296
12 I -2.8692 1.6976 -0.2514  -0.031
13 H -0.1532 -1.1142 0.7696  0.296
14 H 0.6035 -1.7958 -0.5116  0.428
15 H -1.4436 -2.7895 -1.5854  0.340
16 H -1.1509 -3.3724 0.1365  0.435
17 H 0.2881 -0.1019 -1.9202  0.428
18 H -1.4979 -0.4128 -1.9064  0.478
19 H -3.3281 -1.4600 -0.8245  0.333
20 H -0.0746 2.8625 0.5376  0.315
21 H 2.8933 3.2339 0.4510  0.362
22 H 2.6954 2.7610 -1.2009  0.464
23 H 3.6549 1.8580 -0.1189  0.414
24 H 1.1365 0.4053 1.8829  0.347
25 H 1.2348 2.0909 2.3647  0.357
26 H 2.7523 1.0873 1.9303  0.331
27 H 1.7845 0.5652 -0.3175  0.077

Force components x, y, z for each atom (eV/Å):
C -1.807 -0.796 -0.908
C 1.387 1.588 2.278
C -1.478 -1.319 -0.710
C -1.392 -1.422 1.599
C 3.894 1.870 1.717
C -3.280 -1.568 -1.441
C 1.435 0.019 2.478
C 2.794 1.613 -2.801
C -2.437 -0.465 0.598
O -1.837 0.779 -0.023
S 3.491 -0.210 -0.581
I 0.931 -0.113 -0.135
H -0.960 0.219 0.109
H 0.940 -0.616 -0.651
H 0.783 -0.547 -0.938
H -0.105 -0.024 -0.804
H -0.156 0.323 0.102
H 1.896 0.901 1.334
H -0.659 1.180 -0.528
H -0.405 -0.166 -0.352
H -0.401 0.450 -0.022
H -0.391 0.783 -2.356
H 0.054 -0.185 -0.208
H -1.507 -2.457 1.046
H 0.274 -0.012 -0.053
H -0.864 0.196 0.817
H -0.199 -0.021 0.431

- Frontier orbital gap: 8.9 eV
- LUMO level: -0.128 eV
- Maximum force: 0.090 hartree/bohr
- Relative energy (zero: lowest compared OMol25 entry of this formula, charge and spin): 116.8 kJ/mol
- HOMO: -8.984 eV